## A
Here is 2 unconnected molecules or ions with the total composition BrClINO from the OMol25 dataset. Energies are from ωB97M-V with the def2-TZVPD basis set.

Computed properties:
Kohn-Sham gap (spin up / spin down) ... 6.556 / 7.093 eV
2S+1 ... 1
HOMO level (spin up / spin down) ... -0.3610 / -0.3725 Ha
LUMO level (spin up / spin down) ... -3.27 / -3.04 eV

Each line ends with the natural charge from an NBO analysis.
Cartesian coordinates (Å):
N 0.03 -0.11 0.74  0.103
O 0.89 0.66 0.51  -0.163
Cl 1.64 0.98 -1.23  -0.048
Br 0.07 -1.96 0.05  0.118
I -2.63 0.43 -0.07  -0.010

---

## B
Here is BrClINO in the gas phase from the OMol25 dataset. Energies are from ωB97M-V with the def2-TZVPD basis set.

Computed properties:
Kohn-Sham gap (spin up / spin down) ... 5.767 / 5.768 eV
2S+1 ... 1
HOMO level (spin up / spin down) ... -0.3202 / -0.3203 Ha
LUMO level (spin up / spin down) ... -2.95 / -2.95 eV

Each line ends with the natural charge from an NBO analysis.
Cartesian coordinates (Å):
N -0.45 -1.15 0.83  -0.849
O 1.52 1.40 -0.11  -0.707
Cl 0.19 2.03 -0.57  0.445
Br 0.44 -2.32 -0.19  0.304
I -1.70 0.04 0.04  0.806

---

Among the structures shown above, A is the most stable, with the second-best lying 1.865 eV higher.